Below is a molecular structure, C9H16N2, with properties calculated with ωB97M-V/def2-TZVPD.

Positions of all 27 atoms, in Å:
C1 -2.9260 0.2342 0.5678
C2 0.2532 -1.6315 0.7836
C3 -1.2986 -1.6680 0.7853
C4 0.5599 -0.2029 0.8225
C5 -1.8275 -0.4821 -0.1114
C6 -0.2145 0.7019 -0.1799
C7 2.0839 -0.0224 0.7885
C8 -0.5262 2.0677 0.3353
C9 0.2253 0.8683 -1.6748
N1 -3.9048 0.5862 1.0724
N2 -2.0766 -0.8049 -1.4577
H1 0.5939 -2.1129 1.7184
H2 0.6385 -2.3092 0.0573
H3 -1.5939 -2.6730 0.4472
H4 -1.8342 -1.5166 1.7490
H5 0.2740 0.1130 1.8199
H6 2.5254 -0.5674 -0.1634
H7 2.5653 -0.2834 1.8464
H8 2.4142 0.9447 0.6818
H9 -1.1824 2.0975 1.1835
H10 -0.9537 2.5654 -0.4998
H11 0.4417 2.5091 0.6130
H12 0.8941 1.7050 -1.7606
H13 -0.6048 0.9336 -2.4066
H14 0.9568 0.0416 -1.8792
H15 -2.5743 0.0873 -1.8629
H16 -1.1861 -0.8840 -1.9586

strongest force on any atom = 3.59 eV/A
2S+1 = 1
total energy = -12570.1588 eV
HOMO-LUMO gap = 9.147 eV
energy relative to the best compared isomer or geometry (same formula, charge and spin) = 61.5 kcal/mol
lowest unoccupied orbital energy = 0.7 eV